# 1
{"formula": "C11H11N3O6Pt", "method": "wB97M-V/def2-TZVPD", "multiplicity": 3, "lumo_ev": [-0.704, -1.185], "s_squared": 2.007, "de_lowest_kcal_mol": 1.0, "homo_energy_ev": [-7.62, -8.03], "species": ["Pt", "O", "O", "O", "O", "O", "O", "N", "N", "N", "C", "C", "C", "C", "C", "C", "C", "C", "C", "C", "C", "H", "H", "H", "H", "H", "H", "H", "H", "H", "H", "H"], "xyz": [[0.26263, -0.50703, -0.01904], [1.69606, -1.93410, 0.74081], [-1.09376, 1.77933, 0.55874], [2.38163, 0.30688, -2.28164], [-1.69470, 2.85708, 2.43116], [2.57573, -2.69358, 2.66340], [-2.36599, -1.32306, -0.94994], [0.39288, -0.00393, 2.06629], [1.14101, -0.26511, -2.01146], [-1.27395, -0.90057, -1.37903], [-2.12304, -0.83670, -3.67414], [-0.24903, 1.15222, 4.03736], [1.11776, -0.85752, 2.78238], [0.60254, 0.42653, -4.29192], [1.87513, -1.94431, 2.01066], [0.27403, -0.15194, -2.95347], [-1.06093, 1.88592, 1.75609], [1.19526, -0.75315, 4.16706], [-0.27918, 0.98220, 2.66987], [0.50459, 0.25930, 4.79896], [-1.06041, -0.62864, -2.64929], [1.79959, -1.47840, 4.69232], [1.29682, 1.25678, -4.19061], [-0.80247, 1.95955, 4.49091], [-2.71991, 0.06563, -3.83422], [0.54343, 0.36569, 5.87462], [-2.79951, -1.61583, -3.32834], [-1.69595, -1.13379, -4.63164], [2.94584, -0.08938, -1.60726], [-2.16595, 3.38925, 1.77185], [-0.30186, 0.76065, -4.79352], [1.08173, -0.32996, -4.91695]], "atomic_forces_ev_per_a": [[0.01, 0.33, -0.16], [0.12, -0.15, -0.01], [-0.07, -0.02, -0.02], [-0.08, -0.13, 0.04], [-0.01, -0.11, -0.19], [0.04, -0.03, -0.05], [0.06, 0.01, 0.11], [-0.02, -0.14, -0.09], [-0.04, 0.17, 0.20], [-0.15, -0.06, -0.17], [-0.05, -0.01, -0.02], [0.09, -0.10, 0.10], [0.01, 0.02, 0.06], [0.02, -0.03, -0.01], [-0.09, 0.07, 0.07], [-0.04, -0.08, -0.14], [0.26, -0.01, 0.31], [0.03, -0.05, -0.10], [-0.19, 0.15, -0.14], [-0.08, 0.11, -0.03], [0.15, 0.01, 0.10], [0.01, 0.00, 0.01], [0.00, 0.00, 0.01], [0.00, 0.00, 0.01], [-0.01, 0.00, 0.02], [0.00, 0.00, 0.00], [0.00, -0.01, 0.01], [0.00, -0.01, 0.01], [0.06, 0.00, 0.03], [-0.02, 0.03, 0.04], [0.01, 0.01, 0.00], [0.02, 0.00, 0.01]]}



# 2
{"formula": "C11H11NO", "method": "wB97M-V/def2-TZVPD", "lumo_ev": 0.929, "de_lowest_kcal_mol": 38.1, "homo_energy_ev": -8.95, "smiles": "Cc1cccc(C)c1-c1ncco1", "species": ["O", "N", "C", "C", "C", "C", "C", "C", "C", "C", "C", "C", "C", "H", "H", "H", "H", "H", "H", "H", "H", "H", "H", "H"], "xyz": [[-0.52987, 2.10143, -0.39490], [-1.64838, 0.61702, -1.59367], [-0.42360, -0.67803, 1.21372], [-1.81305, -0.48982, 1.68755], [2.12807, -1.34136, 0.33850], [2.13100, 0.02320, -1.58090], [-2.11390, 1.91468, -1.90727], [1.60368, -1.92700, 1.48995], [0.10662, -0.07922, -0.01113], [-0.70981, 0.83473, -0.66085], [0.32664, -1.60875, 1.89557], [-1.42609, 2.78629, -1.14711], [1.34900, -0.47760, -0.40213], [2.13372, -2.68895, 2.06872], [-2.44829, -0.92264, 0.93431], [2.96968, -0.77900, -1.71270], [-2.34385, 0.43799, 1.70496], [-1.87338, -1.10317, 2.64361], [-0.13537, -2.22891, 2.73291], [3.29576, -1.39006, 0.24390], [2.48576, 1.09576, -1.50793], [1.55842, -0.02032, -2.50065], [-3.03255, 2.10494, -2.51130], [-1.59023, 3.81882, -1.02315]], "atomic_forces_ev_per_a": [[0.19, 2.14, 0.66], [0.93, 0.84, 1.14], [0.65, 0.99, -1.43], [-0.62, -1.65, 0.70], [2.06, -0.83, 2.59], [1.07, -0.30, -1.03], [-0.53, -1.01, 0.51], [0.48, -0.42, -0.35], [0.07, -3.40, 4.05], [-3.12, 0.37, -4.22], [-0.64, -1.26, 0.92], [-0.74, -0.44, -0.72], [2.09, 0.69, -0.97], [0.16, 0.43, -0.27], [-0.39, -1.06, -0.32], [-1.13, 2.12, -0.04], [0.64, 1.29, 0.70], [-0.57, 1.18, -1.12], [0.63, 1.22, -1.03], [-2.54, -0.20, -0.50], [-0.08, -1.32, 0.18], [-0.29, 0.03, -0.21], [1.27, -0.29, 0.41], [0.42, 0.92, 0.35]]}



# 3
{"formula": "C11H11OP", "method": "wB97M-V/def2-TZVPD", "lumo_ev": 0.837, "de_lowest_kcal_mol": 5.0, "homo_energy_ev": -9.26, "smiles": "O=[P@@]1(c2ccccc2)C=C[C@H]2C[C@H]21", "species": ["P", "O", "C", "C", "C", "C", "C", "C", "C", "C", "C", "C", "C", "H", "H", "H", "H", "H", "H", "H", "H", "H", "H", "H"], "xyz": [[-0.67149, -1.04191, -0.28747], [-0.84454, -2.50078, -0.19680], [-3.19865, -0.50119, 0.76726], [2.74144, 1.27705, -0.43456], [3.26142, -0.88571, 0.55007], [1.08607, -0.41576, -0.32910], [1.92315, -1.19615, 0.43433], [1.47464, 0.84101, -0.75992], [-1.54872, 0.01942, -1.52360], [-2.26728, 0.94642, -0.86932], [3.62247, 0.39249, 0.19548], [-2.49054, 0.86122, 0.53773], [-1.72663, -0.25949, 1.03661], [-1.47288, -0.22796, 2.07970], [3.91662, -1.43320, 1.12989], [1.52438, -2.09565, 0.70149], [-2.68691, 1.77703, -1.44397], [-3.37942, -1.08420, -0.05780], [3.29947, 2.15434, -0.69674], [-3.92735, -0.65788, 1.54973], [-1.43018, 0.00523, -2.53195], [0.68899, 1.41494, -1.22655], [-2.54097, 1.77366, 1.10653], [4.64691, 0.83706, 0.26893]], "atomic_forces_ev_per_a": [[-1.08, 1.85, -0.07], [0.62, -0.63, -0.44], [0.69, 1.59, 2.28], [1.06, -1.01, -0.03], [-1.03, 1.78, 0.49], [-1.56, -0.26, 1.11], [1.08, 0.76, -1.73], [-0.72, 0.38, 0.10], [0.17, -0.18, 3.68], [0.54, 0.98, -3.16], [1.10, 1.20, -0.85], [-0.64, -0.28, 0.07], [0.95, -1.41, 0.73], [0.46, -0.18, 0.19], [1.26, -1.51, 0.81], [-0.68, -2.50, 1.16], [-0.20, -0.22, 0.16], [-0.61, -0.83, -2.04], [-0.96, 0.91, -0.46], [0.36, 0.18, 0.44], [0.38, -0.05, -2.75], [0.31, 0.50, -0.32], [-0.71, -0.04, 0.24], [-0.79, -1.04, 0.40]]}



# 4
{"formula": "C11H11P", "method": "wB97M-V/def2-TZVPD", "lumo_ev": [-0.554, -1.007], "de_lowest_kcal_mol": 98.3, "homo_energy_ev": [-8.93, -7.05], "species": ["P", "C", "C", "C", "C", "C", "C", "C", "C", "C", "C", "C", "H", "H", "H", "H", "H", "H", "H", "H", "H", "H", "H"], "xyz": [[0.79523, -0.62360, -2.59474], [0.57423, 1.02581, -1.78236], [0.45421, -1.05027, 0.84001], [1.03714, 0.94440, 1.99633], [-0.87289, -1.01357, 1.38069], [-0.73372, 1.32134, -1.76108], [-0.97008, -0.75056, -2.77504], [-1.11036, -0.04361, 2.30267], [0.77280, -2.14368, 0.05396], [1.40668, 0.04803, 1.04691], [-0.14979, 0.86980, 2.68451], [-1.64345, 0.31386, -2.30721], [0.60861, -0.03520, -3.88467], [1.36700, 1.67122, -1.35476], [1.69139, 1.71305, 2.36061], [-2.05025, -0.02148, 2.79040], [-2.77865, 0.48078, -2.42159], [0.24456, -3.03809, -0.28808], [-1.58000, -1.73521, 1.12010], [-0.29236, 1.56959, 3.49008], [1.87788, -2.01528, -0.37856], [2.43347, 0.21666, 0.82278], [-1.08166, 2.29600, -1.34095]], "atomic_forces_ev_per_a": [[0.77, 0.41, -0.46], [0.34, -0.28, -0.29], [-0.11, -0.36, -1.08], [0.04, 0.66, 0.93], [2.46, 1.66, 0.34], [-0.47, 1.20, 0.77], [-1.02, 0.93, 0.95], [-0.72, 0.00, 0.59], [4.21, 0.39, -1.74], [-1.74, -0.96, 1.32], [-0.38, 0.45, 0.00], [-1.85, -0.18, -0.68], [0.76, -0.03, -0.10], [-0.60, -0.61, -0.52], [0.60, 0.26, -0.30], [-0.88, 0.04, 0.46], [1.98, -0.28, 0.34], [-0.23, 0.64, 0.55], [-0.89, -1.04, -0.41], [-0.39, 0.06, 0.13], [-2.50, -0.91, 0.86], [0.59, -1.05, -1.31], [0.04, -1.00, -0.35]]}



Repeat the second record exactly.
{"formula": "C11H11NO", "method": "wB97M-V/def2-TZVPD", "lumo_ev": 0.929, "de_lowest_kcal_mol": 38.1, "homo_energy_ev": -8.95, "smiles": "Cc1cccc(C)c1-c1ncco1", "species": ["O", "N", "C", "C", "C", "C", "C", "C", "C", "C", "C", "C", "C", "H", "H", "H", "H", "H", "H", "H", "H", "H", "H", "H"], "xyz": [[-0.52987, 2.10143, -0.39490], [-1.64838, 0.61702, -1.59367], [-0.42360, -0.67803, 1.21372], [-1.81305, -0.48982, 1.68755], [2.12807, -1.34136, 0.33850], [2.13100, 0.02320, -1.58090], [-2.11390, 1.91468, -1.90727], [1.60368, -1.92700, 1.48995], [0.10662, -0.07922, -0.01113], [-0.70981, 0.83473, -0.66085], [0.32664, -1.60875, 1.89557], [-1.42609, 2.78629, -1.14711], [1.34900, -0.47760, -0.40213], [2.13372, -2.68895, 2.06872], [-2.44829, -0.92264, 0.93431], [2.96968, -0.77900, -1.71270], [-2.34385, 0.43799, 1.70496], [-1.87338, -1.10317, 2.64361], [-0.13537, -2.22891, 2.73291], [3.29576, -1.39006, 0.24390], [2.48576, 1.09576, -1.50793], [1.55842, -0.02032, -2.50065], [-3.03255, 2.10494, -2.51130], [-1.59023, 3.81882, -1.02315]], "atomic_forces_ev_per_a": [[0.19, 2.14, 0.66], [0.93, 0.84, 1.14], [0.65, 0.99, -1.43], [-0.62, -1.65, 0.70], [2.06, -0.83, 2.59], [1.07, -0.30, -1.03], [-0.53, -1.01, 0.51], [0.48, -0.42, -0.35], [0.07, -3.40, 4.05], [-3.12, 0.37, -4.22], [-0.64, -1.26, 0.92], [-0.74, -0.44, -0.72], [2.09, 0.69, -0.97], [0.16, 0.43, -0.27], [-0.39, -1.06, -0.32], [-1.13, 2.12, -0.04], [0.64, 1.29, 0.70], [-0.57, 1.18, -1.12], [0.63, 1.22, -1.03], [-2.54, -0.20, -0.50], [-0.08, -1.32, 0.18], [-0.29, 0.03, -0.21], [1.27, -0.29, 0.41], [0.42, 0.92, 0.35]]}



Repeat the fourth record exactly.
{"formula": "C11H11P", "method": "wB97M-V/def2-TZVPD", "lumo_ev": [-0.554, -1.007], "de_lowest_kcal_mol": 98.3, "homo_energy_ev": [-8.93, -7.05], "species": ["P", "C", "C", "C", "C", "C", "C", "C", "C", "C", "C", "C", "H", "H", "H", "H", "H", "H", "H", "H", "H", "H", "H"], "xyz": [[0.79523, -0.62360, -2.59474], [0.57423, 1.02581, -1.78236], [0.45421, -1.05027, 0.84001], [1.03714, 0.94440, 1.99633], [-0.87289, -1.01357, 1.38069], [-0.73372, 1.32134, -1.76108], [-0.97008, -0.75056, -2.77504], [-1.11036, -0.04361, 2.30267], [0.77280, -2.14368, 0.05396], [1.40668, 0.04803, 1.04691], [-0.14979, 0.86980, 2.68451], [-1.64345, 0.31386, -2.30721], [0.60861, -0.03520, -3.88467], [1.36700, 1.67122, -1.35476], [1.69139, 1.71305, 2.36061], [-2.05025, -0.02148, 2.79040], [-2.77865, 0.48078, -2.42159], [0.24456, -3.03809, -0.28808], [-1.58000, -1.73521, 1.12010], [-0.29236, 1.56959, 3.49008], [1.87788, -2.01528, -0.37856], [2.43347, 0.21666, 0.82278], [-1.08166, 2.29600, -1.34095]], "atomic_forces_ev_per_a": [[0.77, 0.41, -0.46], [0.34, -0.28, -0.29], [-0.11, -0.36, -1.08], [0.04, 0.66, 0.93], [2.46, 1.66, 0.34], [-0.47, 1.20, 0.77], [-1.02, 0.93, 0.95], [-0.72, 0.00, 0.59], [4.21, 0.39, -1.74], [-1.74, -0.96, 1.32], [-0.38, 0.45, 0.00], [-1.85, -0.18, -0.68], [0.76, -0.03, -0.10], [-0.60, -0.61, -0.52], [0.60, 0.26, -0.30], [-0.88, 0.04, 0.46], [1.98, -0.28, 0.34], [-0.23, 0.64, 0.55], [-0.89, -1.04, -0.41], [-0.39, 0.06, 0.13], [-2.50, -0.91, 0.86], [0.59, -1.05, -1.31], [0.04, -1.00, -0.35]]}